Density functional theory data (ωB97M-V with the def2-TZVPD basis set) for 7 unconnected molecules or ions with the total composition C49H87BNO14 at a distorted geometry.

The geometry in XYZ format:
```
152
Properties=species:S:1:pos:R:3:forces:R:3:mulliken_charge:R:1
C -2.071658 1.609384 -1.250661 0.24 0.05 0.21 -1.122
C -0.721474 1.577835 -1.950832 0.03 0.21 0.42 -0.721
C 0.439337 1.772754 -0.989336 -0.08 -0.28 -0.39 -0.265
C 0.509533 3.199422 -0.531868 0.24 0.32 0.30 -0.706
C 1.480182 3.550204 0.592345 0.05 -0.65 -0.31 -1.451
C 1.589129 2.551669 1.719752 -0.35 -0.31 -0.23 0.431
C 0.281558 2.172654 2.381841 0.28 -0.04 0.71 -0.436
C 0.439941 1.755427 3.843439 0.07 0.28 -0.58 -1.766
C 1.285358 0.525632 4.040096 -0.14 -0.27 0.15 1.431
C 1.369575 0.103947 5.492403 0.18 0.03 -0.15 -1.167
C 2.444898 -0.913753 5.834562 -0.48 -0.16 -0.13 -0.721
C 2.406969 -2.198735 5.010822 0.20 0.24 0.09 -1.129
C 3.349279 -2.223990 3.815165 -0.22 -0.09 -0.19 0.458
C 2.777726 -2.847270 2.539576 0.14 -0.14 0.67 -0.230
C 3.033265 -1.999424 1.334854 0.15 -0.01 -0.14 0.410
C 4.487808 -1.750165 0.964253 -0.27 0.03 -0.49 0.114
C 5.090627 -2.609416 -0.155328 -0.05 0.13 0.27 -0.764
C 6.197954 -3.549774 0.271560 -0.14 -0.11 0.21 -1.211
C 5.853478 -4.623121 1.283726 0.15 -0.13 -0.20 0.051
C 5.255125 -5.910030 0.737792 0.31 0.04 0.44 -1.110
C 4.110196 -5.811047 -0.204147 -0.72 0.07 -1.07 0.293
C 3.634754 -7.191309 -0.743028 0.23 0.05 0.16 -0.752
O 2.293919 -7.314831 -0.421875 -0.48 -0.06 0.04 -0.457
B 2.098973 -6.372884 0.721217 -0.23 -1.14 0.88 0.660
N 0.647862 -5.913216 1.020341 1.50 0.47 0.81 -0.572
C 0.123103 -5.137535 0.199089 -0.39 -0.12 -0.39 1.127
C -0.641703 -3.933129 0.617997 -0.68 0.14 0.51 -1.714
C 0.116337 -5.295086 -1.279779 0.13 0.05 -0.82 -1.428
O 2.975617 -5.221392 0.344022 -0.53 0.18 0.26 -0.353
H -2.689133 0.774192 -1.528424 -0.37 -0.34 -0.17 0.389
H -2.600910 2.517129 -1.472030 -0.33 0.30 -0.08 0.173
H -1.925639 1.568082 -0.181913 -0.04 -0.12 0.54 0.295
H -0.581735 0.637049 -2.451499 0.01 -0.36 -0.49 0.458
H -0.701106 2.396975 -2.655229 0.09 0.01 -0.63 0.346
H 1.354030 1.499660 -1.501811 0.44 -0.08 -0.03 0.300
H 0.317002 1.077134 -0.175471 0.04 -0.30 0.44 0.090
H 0.829602 3.765470 -1.396025 -0.08 0.45 -0.39 0.479
H -0.479873 3.563794 -0.289275 -0.42 0.02 0.17 0.362
H 1.220195 4.508977 0.976857 -0.16 0.74 0.31 0.455
H 2.464481 3.633479 0.148109 0.49 0.17 -0.10 0.343
H 2.017393 1.655049 1.309681 0.52 -0.59 -0.07 -0.526
H 2.271373 2.922667 2.470306 0.34 0.23 0.36 0.756
H -0.398576 3.010397 2.341861 -0.45 0.27 -0.12 0.381
H -0.146274 1.325144 1.877669 -0.50 -0.23 -0.50 0.154
H 0.873262 2.597034 4.373075 0.05 0.26 0.43 0.421
H -0.548263 1.555552 4.236448 -0.34 0.07 0.37 0.489
H 0.820019 -0.283114 3.496045 -0.04 -0.42 -0.46 0.408
H 2.269473 0.649013 3.617060 0.47 0.13 -0.23 -0.885
H 1.511057 0.988812 6.103101 0.04 0.30 0.31 0.377
H 0.409888 -0.313743 5.760272 -0.48 -0.11 0.25 0.421
H 2.280717 -1.204118 6.862667 0.19 0.15 0.54 0.365
H 3.411628 -0.438773 5.747919 0.52 0.07 0.09 0.188
H 2.664095 -3.008362 5.672057 0.02 -0.52 0.26 0.569
H 1.387901 -2.379629 4.701274 -0.44 -0.10 -0.20 0.423
H 3.670453 -1.214746 3.600431 0.15 0.47 -0.11 -0.716
H 4.236807 -2.768998 4.093122 0.55 -0.09 0.19 0.587
H 1.717118 -2.956056 2.674666 -0.69 -0.12 -0.06 0.079
H 3.153650 -3.845101 2.414904 0.11 -0.56 -0.25 -0.066
H 2.613273 -1.035857 1.572180 -0.41 0.69 0.02 -0.798
H 2.485270 -2.376514 0.483878 -0.16 -0.25 -0.37 0.536
H 5.100018 -1.751246 1.854313 0.38 -0.11 0.33 0.554
H 4.505924 -0.732945 0.611952 0.25 0.34 -0.09 -0.164
H 5.526025 -1.928370 -0.872663 0.19 0.26 -0.40 0.435
H 4.299588 -3.120157 -0.673116 -0.42 -0.42 -0.19 0.135
H 6.967551 -2.924235 0.701556 0.47 0.26 0.18 0.446
H 6.643736 -4.039813 -0.582836 0.18 -0.09 -0.54 0.473
H 6.777372 -4.914625 1.765205 0.41 -0.09 0.31 0.458
H 5.251219 -4.201015 2.067043 -0.55 0.18 0.38 -0.344
H 6.032543 -6.462292 0.224792 0.47 -0.24 -0.24 0.343
H 4.944303 -6.522460 1.573040 -0.13 -0.30 0.32 0.300
H 4.395671 -5.242224 -1.089716 0.29 0.38 -0.12 0.135
H 3.757218 -7.229752 -1.819250 0.12 -0.13 -0.47 0.277
H 4.243459 -7.986614 -0.301959 0.11 -0.28 0.14 0.263
H 2.568239 -6.905234 1.778760 -0.17 0.07 -0.35 -0.417
H -0.397985 -3.695398 1.637371 0.09 0.15 0.47 0.342
H -0.406552 -3.093704 -0.020366 0.12 0.33 -0.27 0.344
H -1.710895 -4.098087 0.554419 -0.45 -0.01 -0.09 0.442
H 0.724853 -4.553123 -1.783081 0.31 0.24 -0.10 0.366
H -0.898469 -5.116274 -1.607372 -0.51 0.07 -0.27 0.466
H 0.414082 -6.275622 -1.606829 0.32 -0.35 0.02 0.217
O -3.059601 3.510143 -3.574113 0.09 0.21 -0.20 -0.538
C -4.147001 3.998228 -3.656536 -0.19 -0.11 -0.11 0.490
O -5.085569 3.798930 -2.696982 -0.10 0.04 0.08 -0.318
C -6.340398 4.393002 -3.079545 0.16 0.22 -0.21 0.262
C -5.977752 5.462618 -4.106974 0.14 -0.13 -0.05 -0.539
C -4.741387 4.848918 -4.768915 -0.12 0.19 0.45 -0.432
H -6.977014 3.613431 -3.500725 -0.01 -0.02 0.00 -0.156
H -6.822111 4.778908 -2.191527 -0.02 -0.04 0.09 0.012
H -6.790137 5.682918 -4.795147 0.00 -0.08 -0.05 0.339
H -5.701459 6.388869 -3.601012 0.00 0.00 0.05 0.362
H -5.007519 4.193807 -5.596134 0.08 0.02 -0.10 0.036
H -4.022943 5.587285 -5.110426 0.10 -0.10 -0.13 0.380
O -6.660794 4.413430 -7.363356 -0.11 -0.09 -0.07 -0.591
C -7.360431 3.560425 -6.897575 0.16 -0.07 0.09 0.570
O -8.444599 3.858635 -6.144555 -0.11 -0.06 0.06 -0.350
C -9.038821 2.656013 -5.611803 0.05 -0.12 -0.08 -0.227
C -8.572850 1.536894 -6.541946 0.15 0.17 -0.03 -0.531
C -7.197427 2.050734 -6.979392 -0.43 0.04 0.00 -0.451
H -8.683271 2.522166 -4.589247 0.02 -0.02 0.02 0.119
H -10.116470 2.786373 -5.591355 -0.02 0.10 -0.03 0.332
H -8.557622 0.562941 -6.060318 0.05 0.01 0.07 0.358
H -9.233075 1.475446 -7.406999 -0.04 0.00 -0.01 0.252
H -6.407438 1.754421 -6.286769 0.05 0.01 -0.02 0.202
H -6.920489 1.757392 -7.986867 0.15 0.01 0.00 0.373
O -8.554419 3.678554 -0.945513 -0.13 -0.06 0.04 -0.534
C -8.388864 4.052171 0.178600 0.17 0.15 0.00 0.525
O -9.399025 4.112694 1.077285 0.00 0.00 0.06 -0.372
C -8.938869 4.689015 2.313399 0.16 0.01 0.04 -0.408
C -7.425382 4.477197 2.317746 -0.06 0.01 -0.21 -0.606
C -7.100100 4.543707 0.822794 -0.19 -0.23 0.33 -0.344
H -9.209669 5.746595 2.318703 0.02 0.03 -0.02 0.252
H -9.449482 4.192653 3.133429 -0.06 -0.06 -0.03 0.316
H -6.894010 5.203388 2.927428 -0.03 0.07 -0.02 0.337
H -7.192558 3.483568 2.698653 0.00 -0.03 0.02 0.285
H -6.916551 5.564669 0.483800 0.03 0.01 -0.04 0.271
H -6.267035 3.911923 0.528985 0.04 0.07 -0.14 0.328
O 1.692716 6.660591 0.572947 0.04 0.12 0.21 -0.608
C 2.718285 6.666361 -0.036783 -0.17 0.33 -0.31 0.655
O 3.894130 6.245243 0.485836 0.04 -0.03 0.02 -0.292
C 4.964605 6.465530 -0.450023 0.00 0.01 -0.15 -0.389
C 4.292680 6.548735 -1.819983 -0.17 0.08 0.12 -0.602
C 2.930303 7.154420 -1.461938 0.48 -0.44 -0.02 -0.498
H 5.470289 7.395072 -0.178798 -0.01 0.02 -0.01 0.317
H 5.669204 5.642820 -0.365056 -0.03 -0.06 0.07 0.273
H 4.866950 7.122538 -2.543527 0.03 0.06 0.05 0.360
H 4.153251 5.544706 -2.219273 0.01 -0.04 -0.01 0.278
H 2.946573 8.244978 -1.451285 -0.04 0.02 -0.01 0.291
H 2.126205 6.806274 -2.102223 -0.13 0.11 0.05 0.279
O -3.442095 -9.930877 -3.044792 0.03 -0.09 0.00 -0.612
C -2.521847 -9.698827 -2.309726 0.10 0.19 -0.16 0.483
O -2.702598 -9.398002 -1.009379 0.10 0.01 0.10 -0.382
C -1.435215 -9.065082 -0.391044 0.33 0.02 0.06 -0.137
C -0.372988 -9.718743 -1.265192 -0.07 0.03 -0.20 -0.202
C -1.036352 -9.652611 -2.643886 -0.02 -0.20 0.40 -0.459
H -1.317492 -7.981651 -0.363689 -0.07 0.04 -0.02 0.051
H -1.432705 -9.440196 0.627411 -0.16 -0.01 0.04 0.312
H 0.591528 -9.218979 -1.193907 -0.03 0.15 0.03 0.107
H -0.238509 -10.761588 -0.973483 -0.03 -0.03 0.02 0.298
H -0.831789 -8.710507 -3.154507 0.00 0.01 -0.03 0.256
H -0.772704 -10.481709 -3.294081 -0.05 0.06 -0.15 0.311
O 5.475408 1.322763 0.630108 0.20 0.44 0.11 -0.630
C 5.389665 1.730167 1.752199 -0.30 -0.03 -0.09 0.494
O 5.322271 0.890679 2.813185 0.05 -0.02 0.08 -0.280
C 5.097936 1.618690 4.028673 0.02 0.18 0.02 -0.071
C 5.590168 3.037738 3.741242 -0.04 -0.07 -0.20 -0.771
C 5.289776 3.168897 2.244719 0.29 -0.22 0.29 0.366
H 4.030019 1.585991 4.255624 0.02 0.06 0.01 -0.125
H 5.640410 1.123926 4.829769 0.03 -0.08 -0.03 0.475
H 5.111715 3.789668 4.364636 -0.09 -0.01 -0.02 0.392
H 6.666482 3.095663 3.908411 0.02 -0.01 0.02 0.324
H 4.277765 3.520992 2.057722 -0.06 0.08 -0.09 -0.366
H 5.995356 3.798039 1.711835 -0.04 0.05 -0.12 0.279
```
Positions in Å, forces in eV/Å.

Values from the calculation:
- HOMO energy (eV) = -4.1
- Kohn-Sham gap (eV) = 5.7838
- max |F| (eV Å⁻¹) = 1.8
- charge = -1